{
  "formula": "C46H62N6O4",
  "method": "ωB97M-V/def2-TZVPD",
  "elements": ["C", "C", "C", "N", "C", "C", "H", "H", "H", "H", "H", "C", "C", "C", "N", "C", "C", "H", "H", "H", "H", "H", "C", "C", "C", "N", "C", "C", "H", "H", "H", "H", "H", "C", "C", "C", "N", "C", "C", "H", "H", "H", "H", "H", "C", "C", "C", "N", "C", "C", "H", "H", "H", "H", "H", "C", "C", "C", "N", "C", "C", "H", "H", "H", "H", "H", "C", "C", "C", "O", "C", "H", "H", "H", "H", "H", "H", "H", "H", "C", "C", "C", "O", "C", "H", "H", "H", "H", "H", "H", "H", "H", "C", "C", "C", "O", "C", "H", "H", "H", "H", "H", "H", "H", "H", "C", "C", "C", "O", "C", "H", "H", "H", "H", "H", "H", "H", "H"],
  "coordinates": [[-1.57, 0.57, -3.34], [-2.58, 0.59, -4.29], [-2.89, 1.78, -4.92], [-2.26, 2.93, -4.65], [-1.21, 2.87, -3.85], [-0.83, 1.73, -3.16], [-1.30, -0.32, -2.78], [-3.11, -0.31, -4.57], [-3.67, 1.84, -5.67], [-0.68, 3.80, -3.63], [0.05, 1.77, -2.53], [1.75, -1.60, -4.42], [2.03, -0.48, -3.65], [3.31, 0.05, -3.66], [4.30, -0.44, -4.39], [4.02, -1.51, -5.13], [2.78, -2.14, -5.16], [0.76, -2.03, -4.46], [1.26, -0.09, -2.99], [3.48, 0.94, -3.07], [4.83, -1.86, -5.76], [2.62, -3.02, -5.77], [-1.64, 3.64, 3.10], [-2.80, 4.39, 3.15], [-4.00, 3.70, 3.27], [-4.10, 2.38, 3.22], [-2.98, 1.69, 3.01], [-1.72, 2.26, 3.04], [-0.71, 4.18, 2.94], [-2.74, 5.47, 3.21], [-4.91, 4.29, 3.37], [-3.12, 0.61, 3.05], [-0.81, 1.67, 2.92], [-5.21, 2.41, -1.79], [-5.15, 1.95, -0.47], [-6.35, 1.83, 0.21], [-7.56, 1.98, -0.33], [-7.58, 2.31, -1.61], [-6.45, 2.52, -2.40], [-4.25, 2.63, -2.24], [-4.19, 1.80, -0.02], [-6.32, 1.34, 1.19], [-8.56, 2.45, -2.07], [-6.50, 2.73, -3.46], [-1.57, -4.56, 4.16], [-0.70, -3.64, 4.72], [-0.94, -2.29, 4.46], [-2.00, -1.84, 3.79], [-2.80, -2.74, 3.25], [-2.58, -4.12, 3.33], [-1.47, -5.61, 4.38], [0.20, -3.87, 5.26], [-0.25, -1.53, 4.80], [-3.65, -2.34, 2.70], [-3.27, -4.83, 2.90], [1.09, 4.14, -0.51], [-0.14, 3.58, -0.23], [-1.27, 4.36, -0.41], [-1.28, 5.56, -0.99], [-0.09, 6.04, -1.36], [1.11, 5.41, -1.08], [2.04, 3.62, -0.47], [-0.24, 2.61, 0.23], [-2.25, 4.01, -0.10], [-0.15, 6.97, -1.92], [1.99, 5.87, -1.52], [0.19, -5.22, -1.02], [1.66, -4.80, -0.98], [1.94, -4.26, -2.40], [0.98, -4.85, -3.25], [-0.20, -5.21, -2.50], [-0.44, -4.49, -0.51], [0.10, -6.22, -0.60], [2.30, -5.67, -0.84], [1.82, -4.06, -0.21], [2.91, -4.63, -2.73], [1.90, -3.18, -2.50], [-0.65, -6.13, -2.86], [-0.89, -4.38, -2.72], [0.53, -1.51, 0.80], [-0.91, -1.72, 0.23], [-1.31, -0.25, 0.10], [-0.17, 0.38, -0.44], [0.96, -0.14, 0.27], [1.22, -2.31, 0.58], [0.39, -1.48, 1.89], [-1.45, -2.27, 0.99], [-0.92, -2.14, -0.78], [-1.62, 0.18, 1.06], [-2.16, -0.12, -0.58], [1.19, 0.54, 1.09], [1.83, -0.15, -0.39], [5.82, -2.92, -1.11], [5.06, -3.41, 0.14], [4.92, -2.13, 0.97], [5.25, -1.02, 0.15], [5.40, -1.47, -1.20], [5.56, -3.51, -1.98], [6.89, -3.06, -0.93], [5.60, -4.19, 0.68], [4.10, -3.84, -0.14], [5.59, -2.17, 1.84], [3.93, -2.02, 1.44], [6.14, -0.85, -1.70], [4.41, -1.39, -1.67], [1.88, 2.23, 5.44], [2.54, 3.11, 4.38], [2.02, 2.48, 3.08], [1.59, 1.16, 3.41], [1.87, 0.87, 4.77], [0.82, 2.51, 5.46], [2.35, 2.29, 6.42], [3.63, 3.02, 4.41], [2.27, 4.14, 4.59], [2.76, 2.40, 2.29], [1.20, 3.11, 2.71], [2.85, 0.38, 4.82], [1.09, 0.23, 5.18]],
  "homo_lumo_gap_ev": 9.724,
  "lumo_ev": 0.4,
  "de_lowest_kcal_mol": 0.0
}

=====

{
  "formula": "AsF6H28O14",
  "method": "ωB97M-V/def2-TZVPD",
  "elements": ["As", "F", "F", "F", "F", "F", "F", "O", "H", "H", "O", "H", "H", "O", "H", "H", "O", "H", "H", "O", "H", "H", "O", "H", "H", "O", "H", "H", "O", "H", "H", "O", "H", "H", "O", "H", "H", "O", "H", "H", "O", "H", "H", "O", "H", "H", "O", "H", "H"],
  "coordinates": [[0.07, -0.06, -0.16], [0.04, 1.13, 1.11], [-0.54, -1.28, 0.95], [0.20, -1.23, -1.46], [0.61, 1.24, -1.23], [1.75, -0.39, 0.25], [-1.59, 0.20, -0.65], [1.19, -3.76, 0.47], [1.28, -3.26, 1.29], [0.32, -4.16, 0.53], [0.72, -3.40, -3.23], [1.19, -2.64, -2.87], [-0.17, -3.07, -3.39], [0.99, 4.30, 0.89], [1.22, 3.36, 0.80], [1.83, 4.76, 0.84], [3.96, -0.44, -2.17], [4.28, -1.32, -1.92], [3.06, -0.42, -1.85], [-0.80, -0.80, 3.63], [0.08, -0.51, 3.88], [-0.77, -0.89, 2.67], [4.21, -1.06, 1.19], [3.36, -0.79, 0.82], [4.80, -0.32, 1.01], [3.24, 2.27, 0.21], [3.22, 3.11, -0.27], [3.04, 1.61, -0.46], [-5.04, 0.80, -0.60], [-4.36, 0.80, 0.09], [-4.62, 0.45, -1.41], [-3.23, -2.15, -0.01], [-2.55, -2.82, -0.14], [-2.72, -1.33, 0.11], [-1.51, 3.18, 0.37], [-0.76, 3.80, 0.48], [-1.26, 2.39, 0.86], [1.15, 3.75, -3.35], [1.52, 2.94, -2.99], [0.19, 3.61, -3.34], [2.28, -2.61, 3.06], [2.75, -2.13, 2.36], [2.08, -1.94, 3.71], [-4.14, 1.00, 2.10], [-3.87, 1.91, 2.29], [-3.58, 0.46, 2.67], [-4.18, -1.16, -2.59], [-5.06, -1.51, -2.76], [-3.87, -1.64, -1.80]],
  "homo_lumo_gap_ev": 9.925,
  "lumo_ev": 2.2,
  "de_lowest_kcal_mol": 14.2,
  "charge": -1
}

=====

Number 1: highest occupied orbital energy -9.311 eV. Number 2: highest occupied orbital energy -7.685 eV.